A 3-piece molecular cluster, C7H16O2 overall at a distorted geometry. Source: OMol25; level of theory: wB97M-V/def2-TZVPD.

HOMO = -8.88 eV
Calculated total energy = -11610.593 eV
Kohn-Sham gap = 9.6 eV
SMILES string = C=CCC(=C)CC.O.O

Each atom is followed by the atoms it is bonded to, with distances in Å.
Atoms and positions in Å:
1 C -1.21258 0.49195 2.40977  C2 1.326, H8 1.075, H9 1.107
2 C -1.40286 1.17402 1.28812  C1 1.326, C3 1.597, H10 1.047
3 C -1.26312 0.48317 -0.14462  C2 1.597, C4 1.505, H11 1.100, H12 1.122
4 C 0.11642 -0.07132 -0.37648  C3 1.505, C5 1.352, C6 1.538
5 C 0.95913 0.44895 -1.29732  C4 1.352, H13 1.084, H14 1.082
6 C 0.52180 -1.37426 0.33244  C4 1.538, C7 1.574, H15 1.085, H16 1.098
7 C 1.93392 -2.01883 0.07462  C6 1.574, H17 1.116, H18 1.117, H19 1.095
8 H -1.53034 0.81103 3.38597  C1 1.075
9 H -0.79807 -0.50743 2.64166  C1 1.107
10 H -1.74091 2.15662 1.41419  C2 1.047
11 H -1.97550 -0.32534 -0.36743  C3 1.100
12 H -1.43793 1.36486 -0.81611  C3 1.122
13 H 0.74403 1.19314 -2.05628  C5 1.084
14 H 1.86662 -0.02251 -1.65082  C5 1.082
15 H 0.40652 -1.21595 1.39912  C6 1.085
16 H -0.25193 -2.14521 0.22118  C6 1.098
17 H 2.61538 -1.66506 0.88385  C7 1.116
18 H 1.88525 -3.09900 -0.20521  C7 1.117
19 H 2.35014 -1.50924 -0.80055  C7 1.095
20 O 0.59884 2.41724 0.69210  H21 0.968, H22 0.969
21 H 1.16062 1.97151 1.34172  O20 0.968
22 H 1.17700 3.10005 0.31957  O20 0.969
23 O -1.83854 -0.26312 -2.95696  H24 0.963, H25 0.967
24 H -1.99606 -1.21274 -2.93390  O23 0.963
25 H -0.88783 -0.18254 -2.79865  O23 0.967